This record from OMol25 describes a molecular structure, C37H36GeLiN7O3S3. The level of theory is ωB97M-V with the def2-TZVPD basis set.

Structure (XYZ):
```
88
Properties=species:S:1:pos:R:3:forces:R:3
C 5.992036 -1.493586 -0.104716 -0.01 -0.03 -0.01
S 1.934478 -1.536553 1.950622 0.09 -0.01 0.04
H -4.373669 -1.548749 -0.671511 0.00 0.00 0.00
C 2.232763 5.612522 -2.529635 0.00 -0.01 -0.01
C -0.913789 -0.011459 4.332384 0.02 -0.03 0.03
H -1.345485 1.205107 2.623744 0.00 0.02 0.03
C -3.106978 -2.982165 3.172694 -0.02 0.02 0.01
C 0.244386 2.071727 -0.462539 0.04 -0.03 -0.04
N 1.344331 0.840445 2.970627 -0.01 0.04 -0.02
H 0.989620 -3.758663 -1.217961 -0.03 0.01 -0.02
C -3.178033 -0.768541 1.526167 0.00 0.02 -0.01
O 2.916087 2.496406 1.298383 -0.04 0.02 0.01
H 1.901810 7.210732 0.436589 0.00 0.00 0.00
H 2.065799 1.176726 2.337773 0.01 -0.01 0.03
N 3.942375 -2.114179 -1.164440 0.02 0.04 -0.02
C -1.925932 2.012801 -1.166816 0.03 -0.01 -0.01
H -2.633980 -0.070650 -5.044435 0.00 0.00 0.00
C 0.064711 -4.329496 -1.210530 0.05 -0.04 0.01
O 2.695521 -1.794511 -1.410197 0.03 -0.11 -0.07
H 1.402281 7.993254 -3.026353 0.00 0.00 0.00
H 0.553039 2.734709 2.911619 -0.01 0.00 -0.01
C -4.864588 -0.817163 -2.615446 0.01 0.01 -0.02
C 0.479986 1.856711 3.552072 0.03 -0.03 0.02
H -0.335435 -1.808946 3.359700 0.02 0.00 0.03
C -2.345642 -1.831648 1.155055 0.03 -0.05 0.02
N 1.814062 7.970235 -2.105507 0.00 -0.01 0.01
H 6.527347 -0.763681 0.485207 0.00 0.00 0.00
H -1.579136 2.037412 4.173635 -0.01 0.00 0.01
C 2.467197 4.329673 -2.065288 -0.01 0.00 0.01
H -4.579796 -1.968624 4.376929 0.00 0.00 0.00
C 2.289163 5.111939 0.196870 0.00 -0.01 0.00
C -2.143212 -0.792201 -3.083878 0.00 0.00 0.00
H 2.207400 5.808325 -3.596291 0.00 0.00 0.00
N -0.021624 2.968379 0.510135 -0.01 0.02 -0.02
H -3.066042 -3.856004 3.814965 0.00 0.00 0.00
H 7.603953 -2.919583 -0.315600 0.00 -0.01 -0.01
C -2.302266 -4.497891 -0.941764 0.03 0.00 -0.01
H -3.164491 -6.437899 -1.276332 -0.01 0.01 0.00
H -2.656398 1.594958 -1.854959 -0.01 0.00 0.00
H 6.238340 -4.463662 -1.693117 0.00 0.00 0.00
C 0.126720 -5.684999 -1.528513 0.02 0.04 0.01
C -3.972836 -1.223671 -1.626311 0.01 0.00 0.00
H 1.092537 -6.118409 -1.762387 -0.01 -0.02 -0.01
C -2.325792 -2.932754 2.022161 -0.02 0.04 0.01
C 2.492564 4.079123 -0.700880 -0.01 0.01 -0.03
H 4.167491 -0.352324 -0.141775 -0.04 -0.01 -0.01
Li 1.457598 -0.716871 -0.566386 -0.05 0.07 -0.02
O 3.917368 1.931475 -0.864943 0.02 -0.02 0.05
C -0.942275 1.334893 3.632189 0.02 0.00 -0.07
C -3.982063 -0.813446 2.659827 0.00 0.01 -0.01
S 3.569576 -4.349403 -2.634329 0.03 0.04 0.02
H -3.321851 3.267369 -0.075212 0.00 0.00 0.00
H -1.469436 4.111224 1.405736 0.00 0.00 0.01
H -4.629007 0.025387 2.898796 0.00 0.00 -0.01
C 1.049194 -0.462253 2.906702 -0.05 0.02 -0.04
C -1.147057 -3.709507 -0.906668 -0.03 0.00 0.01
H -5.932565 -0.832091 -2.420785 0.00 0.00 0.01
C -3.020894 -0.394684 -4.084029 0.01 0.00 0.01
H -0.598438 0.121937 5.375475 -0.01 0.00 0.00
C -1.277871 3.383121 0.618992 0.01 0.01 0.00
C 4.684221 -1.252734 -0.430705 0.05 0.02 0.01
N -0.686801 1.594261 -1.319019 -0.02 0.03 0.00
C -2.300392 2.932896 -0.189519 -0.02 -0.01 0.00
H -3.264003 -4.043476 -0.718817 -0.01 0.00 0.00
C 5.825106 -3.538500 -1.317213 0.00 0.01 -0.02
S 2.759317 2.409543 -0.148380 0.02 -0.03 -0.02
C -1.029990 -6.449197 -1.548720 -0.01 0.02 0.01
H -1.074453 -0.750837 -3.270802 -0.01 0.00 0.00
C 2.021441 6.657645 -1.632794 0.00 0.02 0.01
H -5.082101 -0.078220 -4.625026 0.00 0.00 0.00
H 2.296675 4.885961 1.254420 0.00 0.01 0.00
N 1.505061 1.584607 -0.659234 -0.07 -0.01 0.12
C -2.252149 -5.849152 -1.255723 0.01 -0.01 0.00
C 6.574305 -2.680191 -0.556608 0.00 0.02 0.01
C 4.475357 -3.286710 -1.669330 -0.04 -0.06 0.02
H -3.214813 0.117122 0.895539 0.00 -0.01 0.01
C -4.391951 -0.396978 -3.851359 0.00 -0.01 0.01
H 0.834353 2.126303 4.555407 0.00 0.00 0.01
Ge -1.146792 -1.736248 -0.488034 -0.07 -0.01 0.03
H 2.622965 3.509128 -2.754626 0.00 0.01 0.00
H -1.892843 -0.483014 4.333486 -0.04 -0.01 -0.02
C 2.062525 6.399113 -0.265455 -0.01 0.00 -0.01
H -0.986756 -7.505102 -1.795200 0.00 0.00 0.00
N 0.007277 -0.905435 3.647384 -0.01 0.02 -0.07
H 1.271284 8.533587 -1.468400 0.00 0.00 0.00
C -3.956109 -1.927203 3.490689 0.03 -0.01 0.00
C -2.590367 -1.216480 -1.826797 0.02 0.01 -0.01
H -1.693527 -3.781030 1.779291 0.00 0.00 0.00
```
Forces are in eV/Å.

Calculated values
- HOMO level: -1.58 eV
- Relative energy (zero: lowest compared OMol25 entry of this formula, charge and spin): 89.3 kJ/mol
- Molecular weight: 802.49 g/mol
- Charge: -2
- Energy: -5319.69832 Ha

=====

This record from OMol25 describes a molecular structure, C5H7O4Tb at a distorted geometry. The level of theory is ωB97M-V with the def2-TZVPD basis set.

Structure (XYZ):
```
17
Properties=species:S:1:pos:R:3:forces:R:3
O -1.665689 -1.817587 1.153442 0.23 -0.49 -0.22
C -0.787410 -2.732594 0.868634 -1.13 -0.11 1.81
O -0.993085 -3.823987 1.564895 -0.08 0.20 -0.37
O 1.792724 0.647777 -1.966876 -1.01 -1.04 0.77
H -0.332756 -4.494247 1.342301 0.11 -0.08 -0.02
H -3.032882 0.205783 1.776429 0.38 0.03 -0.14
H -2.392678 1.348350 0.450267 0.26 -0.14 0.38
Tb 0.416925 -0.632195 -0.973775 0.91 1.33 -1.17
H 0.918213 3.219864 -0.110177 0.37 -0.36 0.16
C -1.529721 -0.558009 0.445194 -0.17 0.84 0.50
O 0.177530 -2.586009 0.113004 0.79 -0.20 -0.70
H 1.473326 2.644821 -2.413619 0.26 -0.20 0.25
H 3.078381 2.252219 -1.759290 -0.24 -0.11 -0.05
C 1.515317 2.322759 -0.297638 -0.67 -0.02 -0.34
C 2.001276 2.007947 -1.678394 0.08 0.50 0.09
C -2.309917 0.394815 0.976023 -0.25 -0.47 -0.91
H 1.670444 1.600293 0.509578 0.17 0.32 -0.04
```
Forces are in eV/Å.

Calculated values
- Spin multiplicity: 8
- HOMO level (alpha / beta): -12.20 / -13.59 eV
- Relative energy (zero: lowest compared OMol25 entry of this formula, charge and spin): 339.3 kJ/mol
- Molecular weight: 290.03 g/mol
- Charge: +1
- Energy: -1319.74326 Ha

=====

This record from OMol25 describes a molecular structure, C29H32NO2 at a distorted geometry. The level of theory is ωB97M-V with the def2-TZVPD basis set.

Structure (XYZ):
```
64
Properties=species:S:1:pos:R:3:forces:R:3
C -1.078747 -7.150108 -0.829129 -0.27 -0.01 0.53
C 2.023988 -1.798395 2.560890 0.27 -0.69 -1.12
C -1.437978 -2.178757 -0.816773 0.22 -0.28 -0.01
H 0.717720 -8.114734 -0.087768 -0.22 0.04 -0.15
H -2.652309 -8.512193 3.412765 0.24 0.10 0.26
H 0.202336 -4.787979 3.795492 -0.24 0.12 0.06
H -1.799736 -1.072074 -2.615154 -0.26 -0.14 0.34
H -3.819853 -6.172685 4.444841 0.08 0.31 -0.03
H -1.571565 -3.101756 2.257874 -0.19 -1.23 0.18
H -4.415105 -3.992316 5.516110 0.37 0.00 -0.01
O 4.239431 -1.823028 1.837142 -0.96 0.09 0.41
C -3.657500 -1.791495 -1.698685 0.40 0.24 -0.15
H 0.067373 -8.544744 2.104047 -0.25 0.25 -0.09
H -2.160312 -7.334594 -0.809571 0.07 0.03 -0.01
C 4.218298 -1.067054 3.101220 0.59 -0.12 -0.32
H 4.636688 -0.077957 2.892542 -0.09 -0.22 -0.01
H 3.319545 -3.215653 -0.277995 -0.29 0.05 0.08
C -0.802747 -4.581525 4.164212 -0.45 -0.06 0.47
H -0.759912 -7.216557 -1.875654 -0.01 0.15 0.23
C -2.255872 -1.633775 -1.796676 -0.51 0.09 0.01
H -0.647888 -9.214178 -0.344139 0.21 0.27 0.09
H -1.615236 -8.765565 1.640831 0.24 0.54 0.19
H -1.698132 -4.750875 1.646862 -0.68 -0.83 -0.15
C -4.198849 -2.524923 -0.614020 0.00 0.25 -0.49
H -0.950344 -8.638320 3.974900 -0.40 0.15 0.08
C -2.412275 -3.180236 5.315296 0.18 0.04 -0.06
C -0.740550 -8.105882 1.496797 0.14 -0.61 -1.08
H 2.433834 0.028816 3.662871 -0.08 -0.15 -0.01
H -3.803721 -3.620714 1.174157 0.13 0.04 -0.24
H -2.651339 -2.232089 5.801442 0.05 -0.36 -0.08
C 1.248091 -3.356062 0.376199 -0.24 -0.03 -0.01
H -1.323521 -5.022097 -0.886267 -0.01 0.03 0.30
C -3.088158 -5.370329 4.536867 0.41 0.51 -0.40
C -1.836252 -7.986446 3.933931 -0.07 -0.35 0.38
C 2.770907 -1.010254 3.594169 -0.30 0.40 0.40
H -0.040972 -1.814092 3.129292 0.19 -0.32 -0.14
C 0.306456 -3.075928 1.392463 0.21 -0.12 -0.43
C 0.700439 -2.206057 2.430498 0.26 -0.01 0.34
C -1.045477 -6.722009 1.983367 -1.21 0.83 1.95
C -0.372541 -8.210279 0.010748 0.28 -0.05 -0.08
H 2.680545 -1.450902 4.592052 -0.05 0.05 -0.13
H -4.975065 -0.199324 -4.226502 0.28 0.01 0.02
C -0.793625 -5.745461 -0.258835 0.72 -0.18 -1.32
C -1.105586 -3.410653 4.864543 -0.21 -0.22 -0.02
H -3.456817 -1.144921 -4.376000 -0.16 0.11 0.22
C -1.134509 -3.517777 1.338642 1.41 3.98 -0.34
C 2.574897 -2.968464 0.476687 0.34 0.35 0.30
H -0.363315 -1.991829 -0.852298 -0.40 -0.08 -0.10
H 4.878313 -1.585471 3.803748 -0.10 0.06 -0.21
H -0.316082 -2.680862 5.057148 -0.33 -0.24 0.00
N -1.515791 -6.725055 3.282340 0.71 -0.48 -0.69
H -3.481544 0.376789 -3.409916 -0.16 -0.22 -0.05
C -1.966368 -2.933899 0.234329 -0.27 -0.96 0.17
C -3.397813 -4.158612 5.156732 0.07 -0.17 -0.01
C -3.366344 -3.085971 0.327864 0.15 0.21 -0.14
C -4.060265 -0.505586 -3.715996 -0.10 -0.20 0.35
H 0.919761 -3.831261 -0.549955 0.23 -0.01 0.51
O -4.539886 -1.235617 -2.565975 0.49 -0.31 0.21
C -1.075392 -5.600013 1.187656 -0.21 -1.01 -0.46
C -1.810862 -5.537247 3.973630 -0.11 0.52 0.61
H -2.157051 -7.776599 4.960259 0.16 -0.07 -0.31
H -5.278225 -2.628344 -0.550354 0.16 0.05 0.00
H 0.278559 -5.575504 -0.426546 -0.20 -0.04 -0.10
C 2.962191 -2.219203 1.593709 -0.25 -0.10 0.25
```
Forces are in eV/Å.

Calculated values
- HOMO level: -10.68 eV
- Relative energy (zero: lowest compared OMol25 entry of this formula, charge and spin): 181.0 kJ/mol
- Molecular weight: 426.58 g/mol
- Charge: +1
- Energy: -1329.14876 Ha

=====

This record from OMol25 describes a molecular structure, C39H42FIrN5O7SSiTe at a distorted geometry. The level of theory is ωB97M-V with the def2-TZVPD basis set.

Structure (XYZ):
```
98
Properties=species:S:1:pos:R:3:forces:R:3
N -3.144500 -1.013200 -6.393100 0.07 0.08 0.08
H -2.301100 -3.253000 -2.476000 0.01 -0.11 -0.02
C -1.752100 1.342600 -2.328400 -0.35 -0.42 -0.85
C -2.254800 -5.804000 3.066100 0.02 0.05 -0.01
H 7.347800 -2.183400 -2.138100 0.00 -0.07 -0.07
H 4.355600 -1.587600 -7.488000 0.05 0.08 -0.07
O -3.262600 0.069600 -6.922200 -0.08 0.27 -0.30
H -2.900300 -2.907200 3.121900 0.18 0.25 0.03
C -1.951300 -1.146300 -2.318200 -0.09 0.13 -0.63
C -0.511200 2.283500 2.282000 0.17 0.57 0.43
H 6.679700 -0.469600 -3.877400 0.09 -0.04 -0.04
C -1.733000 -4.611700 2.579200 0.40 -0.21 -0.50
H 7.232300 0.346800 -0.412500 -0.09 0.04 -0.15
H -5.634900 4.316400 2.377300 0.04 0.10 0.18
N -1.031300 1.174100 1.777900 -0.32 -0.93 -1.37
H 5.729000 -1.854200 -9.352700 0.20 -0.01 0.07
C -2.365500 0.982300 1.803900 -0.05 0.76 0.56
C -1.422400 -6.971300 1.136000 -0.06 0.07 0.07
C 3.555900 -0.343700 -5.122700 -0.19 0.08 0.31
C -2.741900 -2.275300 -4.325700 0.05 0.06 0.09
O 3.505200 -0.361700 2.063000 -0.17 -0.20 0.17
H -2.478900 -7.905100 2.744600 -0.07 -0.09 0.06
O -1.475800 1.500500 -1.132100 1.25 -0.58 1.06
C 2.800700 -0.481400 1.084800 1.19 0.68 -0.80
C 7.583900 -1.606700 -1.246000 -0.06 0.24 -0.06
F 2.850700 -0.346200 -6.274500 0.11 0.03 0.01
S -2.852700 -0.602900 1.331000 0.53 -1.04 0.61
O 1.461200 0.077300 -1.584300 -0.91 -0.38 -0.11
H -5.694800 -0.425800 1.104200 -0.03 -0.12 0.09
H 4.514500 0.101700 -7.988900 0.09 -0.14 -0.01
H -2.540000 1.069200 -4.879800 0.00 0.06 -0.05
H -3.012800 -3.169500 -4.870800 0.00 0.03 0.05
N 5.700600 -0.514700 -6.318200 0.17 -0.17 -0.25
N 7.270800 -1.783600 -7.889800 0.12 -0.57 -0.12
C 2.851100 -0.262200 -3.954000 0.27 0.02 -0.08
C -1.900800 -3.311400 3.302300 -0.03 0.07 0.23
C -2.469800 0.134400 -4.341300 -0.18 -0.26 -0.50
C 4.808100 -0.289700 -0.343400 -0.33 0.10 0.08
C 5.606100 -0.379100 -3.904800 0.00 0.05 0.03
Ir -0.204500 0.053900 0.018400 2.08 1.58 0.26
H 6.800700 1.047200 -7.176300 0.03 0.01 0.06
H 7.435800 0.356000 -2.159700 -0.15 0.06 0.13
H -3.327500 3.902700 3.127300 -0.10 0.21 0.05
H 8.701200 -0.241600 -7.686100 0.00 -0.17 -0.06
H 6.530700 -0.290600 -9.160700 0.12 -0.11 0.05
N 5.545700 -0.229800 -1.467700 -0.18 0.07 0.28
C 4.963400 -0.398500 -5.141500 -0.32 -0.02 0.57
C 6.145400 -1.157800 -8.623800 -0.68 0.35 -0.35
C 6.997100 -0.199100 -1.328300 0.58 -0.35 0.08
C 2.690800 -0.137000 -1.498800 0.30 -0.08 0.32
H -5.597300 2.010200 4.547100 0.08 0.17 0.13
H -1.307200 -7.884400 0.573400 0.02 -0.10 -0.03
H -5.275900 3.971100 0.695500 0.12 -0.01 -0.15
C 7.985000 -0.773500 -7.060000 0.29 0.69 0.54
C -3.264100 1.972100 2.224800 -0.32 -0.52 -0.17
C -0.452600 -3.329800 0.870700 0.28 -0.09 -0.26
H -6.738700 0.816400 0.436600 -0.14 0.08 -0.01
C -1.033600 -4.611900 1.369600 -0.22 -0.18 0.63
C 4.911000 -0.277800 -2.689400 -0.75 0.08 -0.44
Si -5.180100 1.848000 2.065700 -0.55 0.11 0.28
H 7.286800 0.619400 -5.545900 0.07 -0.04 -0.09
H -6.843300 3.567100 1.363200 -0.18 -0.07 0.00
H 6.871500 -2.498400 -7.271200 0.17 0.07 -0.07
C -2.346700 -2.323300 -3.022500 -0.08 0.17 0.00
H 8.664200 -1.549600 -1.139900 0.08 -0.03 0.01
O -3.277800 -2.085200 -6.940200 -0.13 -0.23 -0.36
H 7.183800 -2.134700 -0.383700 -0.02 -0.05 0.06
H 0.567200 2.350200 2.284300 0.07 0.08 -0.12
C -0.897000 -5.789600 0.645400 0.02 0.07 0.03
C 3.440800 -0.295500 -0.291500 -0.48 -0.12 0.26
H 0.552600 -3.461500 0.475300 0.10 0.19 0.09
O -1.506400 -1.278500 -1.136500 0.64 -0.33 0.52
H 7.922500 -2.247500 -8.529500 -0.11 0.02 0.12
H -6.974200 1.328400 3.702300 -0.22 0.00 -0.01
H -0.372100 -5.778100 -0.298700 0.09 -0.03 -0.09
H -2.786400 -5.813000 4.005500 -0.05 -0.01 0.13
C -2.786000 -1.037600 -4.993800 0.27 0.45 0.85
H -5.574600 0.329300 4.041300 0.10 -0.19 -0.01
H 1.775000 -0.202500 -3.983200 -0.14 -0.01 -0.02
H -1.074400 -2.907600 0.079000 0.12 0.36 0.11
C -1.310900 3.273100 2.825000 0.13 -0.24 -0.03
C 5.064600 -0.766900 -7.603300 -0.28 -0.08 -0.05
C -5.889900 1.328000 3.756300 0.32 0.25 -0.77
C 6.942600 0.203400 -6.489200 0.14 0.09 -0.04
C -5.717000 0.596800 0.736800 0.41 0.38 0.44
C 3.499200 -0.224400 -2.716300 0.11 0.05 -0.22
C -2.688700 3.119100 2.754600 0.21 0.00 -0.15
C -5.779400 3.593000 1.580900 0.31 -0.70 0.20
O 1.556800 -0.823800 1.105700 -2.41 0.20 -0.40
C -2.067600 0.118400 -2.999500 0.46 -0.47 0.56
H -0.862500 4.144600 3.270200 0.07 0.11 0.03
H -1.772300 2.241800 -2.962200 -0.28 0.08 0.19
H 5.343300 -0.315300 0.598900 0.05 -0.01 -0.05
C -2.089700 -6.978800 2.353700 0.01 -0.01 -0.11
Te -0.411700 -1.934500 2.501700 -2.19 -0.34 -0.84
H -1.781800 -3.434300 4.377300 0.11 0.16 0.05
H 8.519900 -1.294600 -6.265200 -0.04 -0.07 -0.14
H -5.091800 0.643200 -0.150900 0.06 0.06 -0.20
```
Forces are in eV/Å.

Calculated values
- Spin multiplicity: 2
- HOMO level (alpha / beta): -12.05 / -11.89 eV
- Relative energy (zero: lowest compared OMol25 entry of this formula, charge and spin): 596.0 kJ/mol
- Molecular weight: 1091.76 g/mol
- Charge: +2
- Energy: -3471.03430 Ha